ORCA calculation (the ωB97M-V functional and the def2-TZVPD basis) on 2 unconnected molecules or ions with the total composition C3H11N2O2 at a distorted geometry.

Cartesian coordinates (Å):
1 N -0.698 -1.700 -0.756
2 C -0.482 -0.579 0.189
3 C 1.020 -0.513 0.389
4 N 1.488 0.495 1.099
5 C 0.732 1.471 1.890
6 O 1.712 -1.368 -0.151
7 H 0.193 -1.993 -1.109
8 H -1.245 -1.362 -1.561
9 H -1.283 -2.416 -0.329
10 H -0.745 0.319 -0.336
11 H -1.098 -0.682 1.077
12 H 2.480 0.592 1.233
13 H -0.261 1.605 1.458
14 H 1.227 2.421 1.928
15 H 0.543 1.064 2.885
16 H -0.817 0.662 -3.316
17 H -1.505 1.427 -2.126
18 O -1.259 0.559 -2.465

charge	+1
energy above the lowest of the compared OMol25 structures with the same formula, charge and spin	1.045	eV
HOMO-LUMO gap	0.3968	Eh
LUMO level	-3.20	eV

Here are the natural (NBO) charges for atoms 1 to 4, given in e: -0.676 -0.338 0.651 -0.568

ORCA calculation (the ωB97M-V functional and the def2-TZVPD basis) on a molecular structure, C3H11FO3Si2 at a distorted geometry.

Cartesian coordinates (Å):
1 C -3.262 0.525 0.619
2 C -1.328 0.267 -1.938
3 C 3.444 -1.447 1.070
4 O -0.356 1.107 0.623
5 O 2.350 1.268 0.068
6 O -1.359 -1.792 0.167
7 F 2.943 -0.703 -1.664
8 Si -1.777 -0.380 -0.229
9 Si 2.796 -0.183 -0.186
10 H -3.689 1.345 -0.002
11 H -4.076 -0.182 1.041
12 H -2.974 0.925 1.492
13 H -1.747 -0.199 -2.698
14 H -1.480 1.389 -2.030
15 H -0.259 0.154 -1.882
16 H 3.367 -1.064 2.066
17 H 2.997 -2.402 0.969
18 H 4.532 -1.554 0.833
19 H -0.502 1.379 1.506
20 H 0.379 1.548 0.176

energy above the lowest of the compared OMol25 structures with the same formula, charge and spin	3.703	eV
HOMO-LUMO gap	0.3302	Eh
LUMO level	-0.08	eV

Here are the natural (NBO) charges for atoms 1 to 4, given in e: -1.145 -1.130 -1.155 -0.954

ORCA calculation (the ωB97M-V functional and the def2-TZVPD basis) on a single C4H4O molecule at a distorted geometry.

Cartesian coordinates (Å):
1 C -0.131 1.176 0.073
2 C -0.411 -1.233 -0.078
3 C 0.333 -0.103 0.715
4 C 0.505 0.084 -0.830
5 O 1.528 -0.071 0.150
6 H -1.138 1.586 0.023
7 H 0.639 1.919 0.242
8 H 0.217 -2.147 -0.136
9 H -1.542 -1.210 -0.159

SMILES	C1[C@]23C[C@]12O3
energy above the lowest of the compared OMol25 structures with the same formula, charge and spin	4.544	eV
HOMO-LUMO gap	0.4147	Eh
LUMO level	0.98	eV

Here are the natural (NBO) charges for atoms 1 to 4, given in e: -0.450 -0.405 0.214 0.192

no.,energy (eV)
1,-10358.7073
2,-27907.3966
3,-6254.8352